1.
40
Properties=species:S:1:pos:R:3 method="wB97M-V/def2-TZVPD" total_charge=+2 e_homo_ev=-13.678 orbital_gap_ev=4.7030
Mo -0.4099 0.2896 -2.7786
C 2.0427 -0.8724 0.7849
C 1.7318 -0.5216 -0.6319
N 0.4590 -0.6197 -1.0464
N -0.3408 -1.2429 -0.1469
C -1.5286 -1.5561 -0.5067
S -2.0432 -1.1808 -2.1729
S -2.6762 -2.3812 0.4519
C -2.0736 -2.1182 2.1828
C -2.6616 -0.8625 2.7647
C -3.8013 -0.9521 3.5582
C -4.3993 0.1886 4.0704
C -3.8736 1.4385 3.7851
C -2.7316 1.5376 3.0026
C -2.1285 0.3966 2.4984
C 2.8084 -0.1054 -1.4912
C 4.1541 -0.3261 -1.1546
C 5.1671 0.1460 -1.9591
C 4.8771 0.8963 -3.1003
C 3.5668 1.1047 -3.4825
C 2.5509 0.5635 -2.7087
O 1.2692 0.6782 -3.0495
H 1.2298 -0.5585 1.4338
H 2.9633 -0.3960 1.1052
H 2.1391 -1.9555 0.9030
H -0.9890 -2.1336 2.1442
H -2.4353 -2.9948 2.7157
H -4.2232 -1.9257 3.7775
H -5.2879 0.1013 4.6807
H -4.3495 2.3300 4.1701
H -2.3026 2.5092 2.7915
H -1.2161 0.4929 1.9210
H 4.4026 -0.9081 -0.2786
H 6.1957 -0.0563 -1.6955
H 5.6800 1.3048 -3.6983
H 3.3141 1.6621 -4.3750
Te -0.5867 2.5523 -1.1630
Te -1.2224 3.8517 -3.4886
Te -2.5195 1.5724 -4.2643
Te -0.7515 0.0512 -5.5490


2.
25
Properties=species:S:1:pos:R:3 method="wB97M-V/def2-TZVPD" total_charge=+1 multiplicity=2 e_homo_ev="-14.407 / -14.406" s_squared=0.755 orbital_gap_ev="10.8939 / 6.0488"
C -0.5023 0.2677 -0.8445
C -1.4891 0.0794 0.4181
C -2.3544 1.2994 0.6891
C -2.2686 -1.1702 0.1415
N 0.5916 1.0747 -0.4574
H -1.0192 0.6439 -1.7274
H -0.0853 -0.7266 -1.0295
H -0.8113 0.0383 1.2814
H -2.6296 1.3270 1.7492
H -3.3114 1.2780 0.1567
H -1.8548 2.2360 0.4190
H -2.7206 -1.6705 0.9770
H -3.1602 -0.9479 -0.4297
H -1.8189 -1.9819 -0.4419
H 1.0628 0.6694 0.3430
H 0.5794 2.0486 -0.7494
H 0.2164 -4.5965 -2.5631
H 1.1854 -3.4443 -2.5311
O 0.6544 -3.9974 -1.9465
H 1.4725 2.7278 3.0743
H 1.7986 1.9263 1.7783
O 2.1277 2.5866 2.3840
H 5.5662 0.1507 -0.2275
H 4.0999 -0.0609 -0.5901
O 4.6708 0.2425 0.1265


Here are the calculated energy relative to the best compared isomer or geometry (same formula, charge and spin) numbers, same order: 0.000; 0.862 (eV).